# C5H10NO

An isolated ion of composition C5H10NO and charge -1 at a distorted geometry (the ωB97M-V functional and the def2-TZVPD basis, OMol25).

```
17
Properties=species:S:1:pos:R:3:mulliken_charge:R:1
O 2.665 0.588 0.625 -0.855
N -0.852 -0.581 0.773 -0.420
C 0.431 -0.291 -0.022 0.003
C -1.922 -0.699 -0.173 -0.643
C 1.532 0.200 1.120 -0.593
C -1.562 0.277 -1.363 -0.474
C -0.080 0.673 -1.029 -0.541
H 1.576 -0.836 1.625 0.120
H -0.098 1.718 -0.703 0.265
H -0.692 -1.357 1.398 0.273
H -2.885 -0.339 0.223 0.302
H -2.246 -1.684 -0.509 0.235
H -1.629 -0.238 -2.329 0.329
H 0.976 0.666 2.010 0.271
H 0.860 -1.209 -0.423 0.207
H 0.556 0.689 -1.930 0.265
H -2.195 1.148 -1.213 0.257
```

Values from the calculation:
E_HOMO, eV: -2.09
Electronic energy, eV: -8883.2363
Net charge: -1
Energy relative to the best compared isomer or geometry (same formula, charge and spin), eV: 0.881
Max |F|, Eh/bohr: 0.0713
Molar mass, u: 100.141